The following is a DFT calculation (ωB97M-V/def2-TZVPD) of C3H4FN3O2 in the gas phase at a distorted geometry.

Computed properties:
Max |F|, eV/Å: 3.05
HOMO-LUMO gap, eV: 10.5519
ΔE to the lowest compared entry with this formula, charge and spin, kJ/mol: 18.8
E, Ha: -531.102043

```
! wB97M-V def2-TZVPD RIJCOSX def2/J DEFGRID3
* xyz 0 1
C -0.5373 -0.7770 -1.5988
C -0.7392 0.4648 1.6244
C 0.1533 0.1493 -0.6561
N -0.9984 -1.5594 -2.3116
N 0.0505 -0.3828 0.7480
N 1.6037 0.1467 -1.0487
O 2.4009 -0.5803 -0.5256
O 1.8390 0.9961 -1.8992
F -0.6429 -1.6417 0.6318
H -1.4572 -0.1356 2.3345
H -0.0494 1.0594 2.3389
H -1.4081 1.0343 1.0373
H -0.2149 1.2262 -0.6749
*
```